Density functional theory data (ωB97M-V with the def2-TZVPD basis set) for C39H45N5PS2Ti as an isolated structure.

The value obtained for the LUMO energy (spin up / spin down) is -0.24 / -0.38 eV. The calculation puts the max |F| at 0.010 Eh/bohr. As for the spin multiplicity: 2. The energy relative to the best compared isomer or geometry (same formula, charge and spin) comes out at 170.10 kJ/mol. For the HOMO energy (spin up / spin down), the calculation gives -6.893 / -6.912 eV.

Each line ends with the Mulliken spin population.
Geometry (Å):
Ti1 -0.1451 0.1916 0.3394  0.912
S1 -0.5453 1.8372 -4.7338  0.000
S2 0.3162 3.4104 -1.7930  0.013
P1 -0.2603 3.5093 -3.7009  0.001
N1 -0.6983 1.9234 1.2257  0.001
N2 -0.0446 -3.7133 0.4164  -0.001
N3 -0.1954 -0.7075 2.1795  -0.021
N4 1.6253 -0.7312 0.4992  -0.033
N5 -1.8009 0.7191 -0.6280  -0.048
C1 -2.3245 3.6907 1.3994  -0.017
C2 -2.9905 6.5015 -3.0784  0.000
C3 -0.9336 -1.2135 -1.7967  0.103
C4 0.8769 4.6032 -6.0088  0.000
C5 -1.2135 -0.1574 3.0713  0.030
C6 1.7918 5.4277 -3.9478  0.000
C7 -2.3389 1.9239 -0.4312  0.046
C8 -3.9520 5.0278 -4.7124  0.000
C9 0.5074 -4.5044 -0.2062  0.001
C10 -2.0046 -0.0982 -1.8055  -0.043
C11 -3.3169 4.5630 0.9778  0.020
C12 1.2124 -5.5276 -1.0014  -0.001
C13 1.9164 -2.7607 4.4365  0.019
C14 0.2194 -6.6343 -1.3696  0.000
C15 1.8847 -1.5381 1.5251  0.043
C16 -1.7839 4.5375 -3.7828  -0.001
C17 0.3939 -0.9208 -2.5204  -0.015
C18 1.7657 -4.8608 -2.2661  0.000
C19 -2.8275 4.2154 -4.6410  0.000
C20 1.0096 -1.8681 3.9069  -0.011
C21 -1.7829 2.5668 0.7739  0.019
C22 0.9093 4.5908 -4.6172  0.000
C23 2.6334 6.2700 -4.6607  0.000
C24 2.3298 -0.6876 -0.7643  -0.040
C25 1.7136 5.4474 -6.7204  0.000
C26 -0.1413 2.1142 2.5552  0.034
C27 -4.0678 4.5667 -0.1830  -0.010
C28 2.9830 -3.4256 3.8359  -0.005
C29 -4.0383 3.6217 -1.1980  0.015
C30 -4.0349 6.1720 -3.9333  0.000
C31 2.9831 -2.3979 1.5497  -0.009
C32 -3.3084 2.4530 -1.2879  -0.016
C33 -0.8237 1.2273 3.6156  0.000
C34 3.4410 -3.2506 2.5461  0.016
C35 1.4127 -0.0121 -1.8067  0.114
C36 -1.8736 5.6854 -2.9998  0.001
C37 2.3570 -6.0905 -0.1513  0.001
C38 0.8537 -1.3988 2.5867  -0.001
C39 2.5949 6.2832 -6.0467  0.000
H1 -1.0683 5.9242 -2.3164  0.000
H2 0.9211 0.9268 -1.4552  -0.041
H3 1.8199 5.4006 -2.8658  0.000
H4 -3.0511 7.3934 -2.4667  0.000
H5 -0.1235 3.1557 2.8860  0.004
H6 2.8994 -6.8368 -0.7328  0.000
H7 -2.1138 -0.0352 2.4629  -0.013
H8 0.9120 1.8198 2.4971  -0.011
H9 -0.6039 -6.2405 -1.9652  0.000
H10 3.2623 -0.1196 -0.6696  -0.014
H11 -2.9988 -0.5611 -1.7968  -0.007
H12 1.7580 -2.9917 5.4845  0.001
H13 0.1534 -0.4561 -3.4807  -0.005
H14 -1.9061 0.4836 -2.7295  -0.001
H15 1.6841 5.4495 -7.8028  0.000
H16 1.9753 -6.5621 0.7537  0.000
H17 0.7364 -7.3963 -1.9542  0.000
H18 4.3149 -3.8352 2.2774  0.001
H19 0.9632 -4.4345 -2.8680  0.000
H20 -3.4904 1.8619 -2.1779  -0.001
H21 2.0465 0.4301 -2.5782  0.003
H22 -0.1931 -7.1024 -0.4764  0.000
H23 -4.6885 3.8186 -2.0425  0.001
H24 -1.5012 -0.8277 3.8849  0.004
H25 2.2879 -5.6071 -2.8659  0.000
H26 0.2022 3.9332 -6.5270  0.000
H27 3.2518 6.9405 -6.6026  0.000
H28 -1.8618 3.9601 2.3405  0.000
H29 3.3234 6.9150 -4.1310  0.000
H30 0.8850 -1.8753 -2.7327  -0.003
H31 -1.3724 -2.0955 -2.2695  0.004
H32 -3.5045 5.3880 1.6570  0.001
H33 3.5824 -2.3814 0.6464  -0.001
H34 -4.7615 4.7685 -5.3840  0.000
H35 -4.7458 5.3991 -0.3205  0.000
H36 2.5986 -1.6886 -1.1286  0.000
H37 2.4693 -4.0676 -2.0123  0.000
H38 -4.9085 6.8097 -3.9944  0.000
H39 0.2571 -1.5222 4.6038  0.002
H40 3.0502 -5.3011 0.1386  0.000
H41 -0.1404 1.1315 4.4635  0.000
H42 3.5284 -4.1261 4.4553  0.000
H43 -2.7511 3.3198 -5.2451  0.000
H44 -1.7352 1.7029 3.9859  -0.001
H45 -0.7407 -1.6176 -0.7769  -0.040


Density functional theory data (ωB97M-V with the def2-TZVPD basis set) for C39H45N6O8OsP2S2Se as an isolated structure.

The value obtained for the LUMO energy (spin up / spin down) is -0.50 / -0.50 eV. The calculation puts the max |F| at 0.051 Eh/bohr. As for the spin multiplicity: 2. The energy relative to the best compared isomer or geometry (same formula, charge and spin) comes out at 173.11 kJ/mol. For the HOMO energy (spin up / spin down), the calculation gives -6.599 / -6.600 eV.

Each line ends with the Mulliken spin population.
Geometry (Å):
Os1 -0.0762 0.2294 0.0280  0.008
Se1 5.2409 0.4904 5.4783  0.000
S1 -0.1447 -0.2827 -2.5287  0.009
S2 -2.5651 0.3424 -0.1691  -0.001
P1 0.6961 -3.3181 0.7539  0.013
P2 -2.0461 -0.2550 -2.0034  0.014
O1 1.1628 2.6009 2.1443  0.000
O2 1.7394 -3.9630 -0.2195  0.001
O3 -0.4562 -4.3790 0.9958  0.075
O4 -2.6776 -1.7948 -2.1586  0.130
O5 1.3850 -2.8129 1.9409  -0.002
O6 -1.1440 2.7745 -1.7907  -0.002
O7 -2.8631 0.4192 -3.1764  -0.002
O8 -0.1276 -2.2482 -0.0903  -0.161
N1 1.9858 -0.0691 0.2837  -0.003
N2 0.1038 -0.1003 2.1349  -0.008
N3 5.3237 0.4396 3.7052  -0.001
N4 0.0438 2.2841 0.1339  0.000
N5 0.1976 4.3519 0.9845  0.000
N6 3.4783 0.2815 5.5357  0.000
C1 -0.5137 -5.3259 2.1133  0.008
C2 -0.2880 4.5699 -0.3648  0.002
C3 1.0144 4.7627 -2.5618  0.000
C4 1.6745 0.0485 3.9165  0.010
C5 -2.7974 -2.7160 -1.1811  0.752
C6 0.5373 3.0305 1.1837  0.000
C7 2.8902 -0.0443 -0.6930  0.001
C8 -1.8559 6.2920 0.6247  -0.001
C9 2.8007 6.3597 -2.8335  0.000
C10 2.4058 0.0368 1.5491  0.010
C11 -3.7363 7.1586 -0.6019  0.000
C12 4.6880 0.1803 0.8478  0.001
C13 -0.6576 -0.1054 4.3893  0.003
C14 2.2398 -3.2052 -2.4426  0.002
C15 -2.3331 5.4533 -1.5710  -0.001
C16 2.5339 -5.5895 -1.7380  0.000
C17 1.3681 -0.0077 2.5693  -0.004
C18 -1.7432 -6.1661 1.8280  0.000
C19 4.2531 0.0629 -0.4511  -0.001
C20 3.0768 0.1969 4.3036  -0.007
C21 4.1049 0.2813 3.2852  0.005
C22 0.2361 -4.6602 -2.0718  0.024
C23 1.6649 -4.3496 -1.6293  -0.004
C24 -2.9455 7.1500 0.5371  0.000
C25 -0.5364 3.1007 -0.7917  0.000
C26 2.0092 5.3421 -3.3434  0.000
C27 -3.2400 -4.0543 -1.6582  -0.009
C28 0.7970 5.2033 -1.2600  0.000
C29 0.6365 -0.0015 4.8424  -0.001
C30 -0.6784 -4.5857 3.4351  0.000
C31 3.7446 0.1746 1.8718  -0.011
C32 -0.8804 -0.1472 3.0195  -0.004
C33 -1.5378 5.4400 -0.4260  0.001
C34 1.5735 6.2492 -0.7667  0.001
C35 -3.4293 6.2997 -1.6518  0.000
C36 0.7435 -6.1893 2.1218  0.000
C37 -4.2922 0.6097 -3.0833  -0.002
C38 2.5747 6.8170 -1.5406  -0.001
C39 -4.5842 2.0840 -2.9123  0.000
H1 3.5896 6.7949 -3.4355  0.000
H2 -4.1935 2.6463 -3.7627  0.000
H3 -0.9970 -2.5512 -0.3734  0.099
H4 0.2623 -5.1902 -3.0251  -0.002
H5 -3.1739 7.8149 1.3616  0.000
H6 4.9489 0.0515 -1.2801  0.000
H7 -0.8403 -5.3097 4.2349  0.000
H8 -1.6121 -6.7472 0.9113  0.000
H9 -4.5883 7.8238 -0.6707  0.000
H10 0.8024 -6.7849 1.2076  0.000
H11 2.3291 -3.5012 -3.4902  0.000
H12 -1.5394 -3.9132 3.3851  0.000
H13 -2.0983 4.7882 -2.3924  0.000
H14 1.5881 -2.3315 -2.3789  0.001
H15 0.2074 -3.9918 3.6617  0.000
H16 -4.7073 0.2137 -4.0073  0.000
H17 -1.9163 -6.8575 2.6540  0.000
H18 0.7265 -6.8652 2.9780  0.000
H19 0.4077 3.9592 -2.9648  0.000
H20 3.2296 -2.9388 -2.0610  0.000
H21 -5.6632 2.2478 -2.8377  0.000
H22 1.3939 6.6466 0.2276  0.000
H23 -3.0098 -4.8189 -0.9112  0.004
H24 -4.0435 6.2944 -2.5448  0.000
H25 -1.8823 -0.2183 2.6142  0.001
H26 -0.2680 -5.2942 -1.3381  -0.013
H27 -3.1821 -2.3230 -0.2394  0.014
H28 0.6960 5.0548 1.4993  0.000
H29 5.7378 0.2753 1.0985  0.000
H30 -1.4961 -0.1424 5.0727  0.000
H31 2.1642 4.9907 -4.3573  0.000
H32 2.6132 -5.8986 -2.7815  0.000
H33 0.8753 0.0477 5.8984  0.000
H34 -4.3231 -4.0643 -1.8335  0.039
H35 -0.3377 -3.7388 -2.2079  0.002
H36 -4.6929 0.0305 -2.2494  0.003
H37 -2.6215 -5.5259 1.7177  0.000
H38 2.0978 -6.4068 -1.1576  0.000
H39 3.1774 7.6203 -1.1338  0.000
H40 -2.7495 -4.3093 -2.5996  0.005
H41 1.6358 -5.5617 2.1897  0.000
H42 -1.2570 6.2863 1.5289  0.000
H43 2.5032 -0.1194 -1.6978  -0.001
H44 -4.1011 2.4540 -2.0054  0.000
H45 3.5335 -5.3836 -1.3504  0.000


Density functional theory data (ωB97M-V with the def2-TZVPD basis set) for C39H46BClFeN9O4S3 as an isolated structure.

The value obtained for the LUMO energy (spin up / spin down) is -3.66 / -3.79 eV. The calculation puts the max |F| at 0.040 Eh/bohr. As for the spin multiplicity: 5. The energy relative to the best compared isomer or geometry (same formula, charge and spin) comes out at 0.00 kJ/mol. The charge is +1. For the HOMO energy (spin up / spin down), the calculation gives -11.057 / -11.083 eV.

Each line ends with the Mulliken spin population.
Geometry (Å):
Fe1 2.7477 -0.8937 0.4630  3.684
Cl1 6.2175 -0.5139 5.2392  0.002
S1 2.4436 -1.3042 -2.8989  0.009
S2 1.7432 -2.9063 0.1001  0.057
S3 1.8358 1.2584 1.4120  0.044
O1 8.5190 -0.2232 3.4557  0.000
O2 6.6198 -1.0696 -0.6132  0.010
O3 8.5089 -0.3344 1.2493  0.000
O4 4.4481 -1.5826 -0.5480  0.059
N1 -0.5414 1.9973 -1.6920  0.002
N2 0.3040 1.4260 -0.8190  0.014
N3 -0.0656 -0.7315 -2.3458  0.004
N4 -1.3944 -0.6676 -2.5234  0.001
N5 0.0048 -0.8559 0.1950  0.059
N6 -1.0969 -0.2264 0.5986  -0.015
N7 3.1253 0.6614 -1.1802  0.088
N8 4.4252 -0.9883 3.3486  -0.006
N9 4.2582 -1.1120 2.0164  0.054
C1 0.8522 2.0452 0.2530  0.009
C2 -0.8783 3.2408 -1.5195  0.000
C3 -2.6194 1.7013 2.0833  0.002
C4 1.0864 -3.4631 -4.6282  -0.001
C5 -1.9042 3.1043 -3.8098  0.000
C6 0.5317 3.4298 0.4305  0.000
C7 -2.9555 0.2016 2.0626  0.003
C8 2.2197 -0.1629 -1.5226  -0.097
C9 0.5326 -1.9212 0.8425  -0.037
C10 -3.3771 -0.3909 -5.1016  0.000
C11 1.1857 -0.8650 5.1708  0.002
C12 -3.2996 3.5801 -1.7774  0.000
C13 1.3376 -1.9291 6.0485  0.000
C14 3.3639 -1.2883 4.2792  0.012
C15 -1.1543 -2.4181 -4.1084  -0.003
C16 -1.9331 -1.4461 -3.4304  0.000
C17 2.5150 -2.6685 6.0434  0.000
C18 0.4584 -3.4741 2.8482  0.007
C19 7.9246 -0.4090 2.4264  0.000
C20 5.7199 -0.7510 3.6426  -0.004
C21 -0.0836 -2.3175 2.0701  0.057
C22 -1.9384 3.8159 -2.4564  0.000
C23 -1.6957 -0.5818 1.7067  0.015
C24 6.4459 -0.7073 2.4679  -0.001
C25 -3.5092 -0.2203 3.4228  0.000
C26 0.1940 -2.4582 -3.9603  0.001
C27 -1.7280 5.3212 -2.6706  0.000
C28 0.7418 -1.5043 -3.0810  0.004
C29 -1.1799 -1.6287 2.4863  -0.005
C30 5.5549 -1.2128 -0.0175  -0.012
C31 2.2015 -0.5385 4.2813  -0.011
C32 -4.0010 -0.0609 0.9681  0.001
C33 -0.3321 3.9939 -0.4498  0.003
C34 1.1263 4.2040 1.5658  0.004
C35 -4.1454 -0.4609 -2.7155  0.000
C36 -4.1065 -2.5587 -4.0728  0.000
C37 5.4688 -0.9583 1.4773  0.015
C38 -3.3948 -1.2269 -3.8040  0.000
C39 3.5324 -2.3513 5.1566  0.001
B1 0.6167 -0.0618 -1.0968  -0.030
H1 -4.1028 3.9954 -2.3941  0.000
H2 -1.9587 5.9057 -1.7762  0.000
H3 1.5492 -4.1051 -3.8728  0.000
H4 -0.7011 5.5424 -2.9789  0.000
H5 -4.9109 0.5093 1.1767  0.000
H6 -4.4044 0.3652 3.6397  0.000
H7 -3.7969 -1.2762 3.4391  0.000
H8 0.5424 -2.1807 6.7403  0.000
H9 -4.2645 -1.1232 0.9225  0.000
H10 -2.8573 -0.9182 -5.9077  0.000
H11 -4.3312 -1.1003 -1.8483  0.000
H12 0.7709 5.2335 1.5553  0.000
H13 7.8987 -0.5837 0.4989  0.000
H14 -4.4017 -0.1959 -5.4285  0.000
H15 -1.6381 -3.1483 -4.7461  0.000
H16 -3.5855 0.4147 -2.3841  0.000
H17 0.2759 -0.2746 5.1814  0.000
H18 -3.6081 0.2418 -0.0041  0.001
H19 -5.1091 -0.1316 -3.1096  0.000
H20 -2.7908 -0.0363 4.2288  0.000
H21 0.4773 -4.3719 2.2291  -0.001
H22 -4.0208 -3.2355 -3.2175  0.000
H23 -0.1476 -3.6583 3.7351  0.000
H24 -0.6006 5.0377 -0.3362  0.000
H25 -2.3970 5.6677 -3.4612  0.000
H26 -1.9488 2.0222 -3.6809  0.000
H27 1.8988 -2.9728 -5.1711  0.000
H28 -2.8785 0.5667 -4.9422  0.000
H29 -2.1911 2.0147 1.1272  0.000
H30 1.4906 -3.2813 3.1565  0.000
H31 4.0166 0.5737 -1.6731  0.000
H32 -3.4858 2.5106 -1.6365  0.000
H33 -3.7279 -3.0687 -4.9628  0.000
H34 -0.9825 3.3435 -4.3502  0.000
H35 2.2164 4.1976 1.5028  0.001
H36 4.4501 -2.9282 5.1367  0.000
H37 -2.7529 3.4295 -4.4175  0.000
H38 -3.3382 4.0670 -0.7978  0.000
H39 -3.5303 2.2793 2.2634  0.000
H40 -1.9021 1.9324 2.8783  0.000
H41 -5.1671 -2.3643 -4.2424  0.000
H42 0.8673 3.7432 2.5214  -0.001
H43 2.0968 0.3077 3.6136  0.001
H44 2.6433 -3.4945 6.7318  0.000
H45 0.5260 -4.0845 -5.3229  0.000
H46 -1.6645 -1.9032 3.4156  0.001


Density functional theory data (ωB97M-V with the def2-TZVPD basis set) for C39H46BF2N4NaO3P3 as an isolated structure.

The value obtained for the LUMO energy is 1.66 eV. The calculation puts the max |F| at 0.013 Eh/bohr. As for the spin multiplicity: 1. The charge is -1. For the HOMO energy, the calculation gives -2.358 eV.

Each line ends with the Mulliken charge.
Geometry (Å):
P1 -0.9839 2.6091 0.3182  0.429
P2 1.4075 2.1130 -1.5835  0.965
P3 -1.3688 -2.8489 1.4107  0.743
Na1 0.5506 -0.2861 0.4203  1.058
F1 1.2809 1.4278 3.6151  -0.270
F2 2.6997 2.0746 2.0595  -0.291
O1 -1.1030 1.1904 0.7255  0.747
O2 -0.7927 -2.0056 0.3334  -1.216
O3 1.2662 0.6432 -1.4363  -0.655
N1 -0.9380 -4.4181 1.2728  0.811
N2 -0.9417 -2.4830 2.9719  0.266
N3 2.2842 -8.8072 2.4272  -0.734
N4 -3.0238 -2.6299 1.3477  0.359
C1 0.3501 3.9621 -3.4452  -0.255
C2 2.7803 -3.3831 -1.6810  -1.288
C3 0.6670 3.0952 -0.2538  -0.842
C4 4.0791 1.6120 -1.7305  -0.570
C5 -1.1545 -5.4423 2.2813  -1.035
C6 5.4289 1.9342 -1.7427  -0.698
C7 -2.3892 1.9146 -1.9091  -0.440
C8 -3.1416 2.1328 -3.0535  -0.721
C9 3.5369 3.9484 -1.4768  -0.259
C10 -0.2840 1.9577 -5.2545  -0.676
C11 -1.0389 5.1065 1.6424  -0.407
C12 0.6308 2.6333 -3.1348  0.649
C13 -1.9628 3.1974 2.7845  -0.389
C14 2.5522 -6.7729 0.8842  0.032
C15 2.4128 -7.8853 1.7336  0.107
C16 -0.2555 4.2847 -4.6491  -0.698
C17 0.4309 -2.7523 3.4085  -0.486
C18 2.7076 -4.3617 0.5906  -0.510
C19 -1.9828 5.3576 3.8357  -0.478
C20 5.8298 3.2555 -1.6259  -0.451
C21 -0.6226 -4.9579 -0.0495  -1.002
C22 2.7390 -4.4667 -0.8569  1.168
C23 0.3118 1.6311 -4.0454  -0.468
C24 -1.4718 -1.2604 3.5655  -0.692
C25 -3.6024 3.4072 -3.3503  -0.583
C26 4.8843 4.2652 -1.4914  -0.711
C27 2.6219 -5.4522 1.3993  -0.115
C28 -3.9048 -3.3660 2.2247  -1.048
C29 -3.6326 -1.5042 0.6752  -0.818
C30 -2.0885 2.9795 -1.0642  0.423
C31 -0.5705 3.2796 -5.5543  -0.477
C32 2.6404 -6.9114 -0.5264  -0.416
C33 -1.3488 3.7481 1.6641  0.639
C34 -3.3211 4.4660 -2.4986  -0.754
C35 -2.5624 4.2537 -1.3586  -0.666
C36 -1.3588 5.9103 2.7245  -0.782
C37 3.1316 2.6212 -1.5996  0.510
C38 2.7446 -5.8331 -1.3488  -0.923
C39 -2.2792 4.0039 3.8672  -0.653
B1 1.8429 1.0342 2.4221  -0.234
H1 -2.4880 -1.0742 3.2168  0.152
H2 -2.7438 3.5689 4.7423  0.414
H3 -0.5355 5.5478 0.7904  0.259
H4 2.8306 -3.5126 -2.7561  0.188
H5 -4.1862 3.5790 -4.2462  0.407
H6 -1.4938 -1.3744 4.6529  0.433
H7 -3.3586 1.3022 -3.7128  0.450
H8 -2.3566 5.0868 -0.6961  0.355
H9 2.7622 -3.3719 1.0332  0.399
H10 -1.3242 -4.9915 3.2577  0.390
H11 -1.4958 -5.4567 -0.4879  0.247
H12 2.8130 -5.9877 -2.4211  0.270
H13 1.0680 -1.8744 3.2582  0.088
H14 -2.0195 -6.0686 2.0280  0.290
H15 0.5237 0.6006 -3.7882  0.409
H16 -1.0436 3.5303 -6.4959  0.410
H17 0.5911 4.7579 -2.7492  0.189
H18 -2.2239 5.9853 4.6842  0.372
H19 -1.1096 6.9634 2.7066  0.399
H20 2.6117 -5.3104 2.4756  0.449
H21 0.8475 -3.5828 2.8413  -0.061
H22 -4.4108 -1.8442 -0.0175  0.318
H23 0.1900 -5.6786 0.0488  0.226
H24 6.8842 3.5011 -1.6273  0.380
H25 -0.4838 5.3177 -4.8790  0.417
H26 0.4273 -3.0128 4.4708  0.326
H27 -4.3647 -2.7105 2.9776  0.353
H28 -0.8476 -0.3938 3.3193  0.024
H29 -4.7134 -3.8465 1.6621  0.307
H30 -0.2820 -4.1572 -0.7015  0.159
H31 0.6631 4.1558 -0.5189  0.304
H32 -4.1025 -0.8227 1.3985  0.317
H33 -0.2752 -6.0850 2.3331  0.156
H34 -2.0219 0.9225 -1.6729  0.430
H35 2.7006 -2.3729 -1.2977  0.071
H36 -3.3581 -4.1427 2.7547  0.252
H37 -2.8736 -0.9531 0.1269  -0.002
H38 5.1984 5.2956 -1.3863  0.407
H39 1.3379 2.9623 0.6064  0.230
H40 -2.1584 2.1329 2.8073  0.228
H41 -3.6900 5.4592 -2.7224  0.440
H42 6.1628 1.1440 -1.8297  0.432
H43 2.8102 4.7438 -1.3585  0.174
H44 2.6241 -7.9057 -0.9609  0.399
H45 -0.5304 1.1721 -5.9577  0.438
H46 3.7577 0.5799 -1.7936  0.503